(1)
73
Properties=species:S:1:pos:R:3:forces:R:3 method="wB97M-V/def2-TZVPD" total_energy_ev=-120057.3416 orbital_gap_ev=8.1 total_charge=+2 e_homo_ev=-13.50 relative_energy_kj_mol=0.00
Zr 0.3321 0.2807 -0.4299 0.656 1.017 0.122
Br -1.2539 -4.4443 6.6469 -0.022 -0.048 0.080
O -3.0446 -3.0419 -1.6291 0.119 0.003 0.026
O -0.9842 -0.6200 0.9667 -0.202 -0.222 0.312
O 1.0504 -1.3756 0.9745 -0.017 0.058 -0.032
O 1.6241 -0.5290 -1.8180 -0.028 -0.014 -0.070
N -1.0803 2.0577 0.3184 0.045 0.115 -0.145
N -1.8228 -2.4687 -1.7999 -0.025 0.016 -0.126
N 0.5648 -1.3804 -1.6677 0.049 -0.701 -0.532
N -1.2476 0.7749 -2.0294 -0.311 -0.085 0.040
N 1.9347 1.2029 1.0405 -0.163 -0.242 0.242
N 1.1346 2.3150 -1.3898 0.005 -0.062 0.102
C -0.8279 -3.2134 -2.1009 -0.125 -0.028 0.057
C 1.4825 -2.9545 -3.2629 -0.026 -0.017 0.016
C 1.4583 1.5292 2.2646 0.074 0.146 -0.136
C 1.2595 4.6659 -1.0398 -0.022 0.038 -0.026
C -3.5200 1.3913 -2.3815 -0.007 0.002 0.017
C 0.6073 3.4530 -0.9184 0.024 -0.062 -0.059
C -1.0382 2.2013 1.8012 -0.009 -0.052 -0.074
C 0.3420 2.5511 2.3454 0.015 -0.007 0.038
C -2.4155 1.2444 -1.5630 -0.009 0.031 0.026
C -0.3773 -2.1135 2.7467 0.026 -0.026 -0.060
C -1.6525 -2.0696 3.3073 -0.024 -0.025 0.043
C -2.1925 0.5982 -4.2071 -0.002 0.002 -0.011
C -1.9179 -2.7651 4.4723 0.019 0.019 -0.041
C 2.4826 4.7094 -1.6920 0.007 0.015 -0.001
C -1.1393 0.4665 -3.3302 0.007 -0.009 0.048
C 0.3737 -3.5629 4.5109 -0.024 0.029 -0.032
C -0.7786 3.3592 -0.3453 -0.055 -0.016 0.037
C -0.9011 -3.5039 5.0669 0.031 0.019 -0.048
C 2.3092 2.3621 -2.0311 -0.008 0.000 -0.031
C 3.0849 0.5167 0.9431 -0.028 0.048 0.134
C -2.4393 1.6149 -0.1008 0.019 0.003 0.011
C 3.0106 3.5384 -2.2112 -0.015 -0.008 -0.010
C 3.7747 0.0566 2.0458 0.047 0.119 -0.011
C -3.4099 1.0530 -3.7197 -0.016 -0.006 -0.019
C -0.8299 -4.7040 -2.2823 -0.035 -0.010 -0.003
C 0.6333 -2.8644 3.3480 -0.007 -0.023 0.044
C 0.4340 -2.4637 -2.3199 0.233 0.020 -0.045
C 3.2367 0.3012 3.2971 0.006 0.005 0.049
C -0.0807 -1.3709 1.5257 -0.191 -0.086 -0.061
C 2.0802 1.0634 3.4081 0.047 0.018 0.019
H -2.0609 0.3466 -5.2494 -0.005 0.001 -0.002
H 0.8101 5.5651 -0.6394 0.005 0.002 0.000
H 1.9995 -2.1156 -3.7231 0.001 0.017 0.012
H 1.0546 -3.5911 -4.0344 -0.016 0.001 0.010
H 3.0117 5.6467 -1.7993 -0.004 0.004 0.003
H -0.1706 0.1103 -3.6561 -0.007 0.003 -0.014
H -1.3996 1.2690 2.2296 0.017 -0.002 0.023
H -1.1657 -4.9856 -3.2824 -0.016 -0.008 -0.015
H -4.4472 1.7706 -1.9740 -0.002 0.004 -0.008
H -3.0032 -3.9922 -1.8214 -0.008 -0.080 0.022
H 4.6996 -0.4870 1.9200 0.001 -0.003 0.005
H -3.1731 2.4049 0.0814 0.005 0.014 -0.003
H -1.4743 3.4806 -1.1783 0.009 0.037 -0.002
H -0.9730 4.1841 0.3431 0.014 0.003 0.001
H 3.4410 0.3169 -0.0609 -0.057 -0.082 -0.001
H -2.7210 0.7486 0.4970 0.010 0.005 0.013
H 0.7112 3.4589 1.8586 0.002 0.012 0.025
H 2.6850 1.4198 -2.4086 0.005 0.000 0.015
H 3.7279 -0.0703 4.1871 -0.006 0.002 0.002
H 1.6798 1.3199 4.3796 0.010 -0.001 0.002
H -2.4360 -1.5019 2.8237 0.006 0.004 -0.005
H 1.6153 -2.8982 2.8951 0.000 0.005 -0.005
H 0.1705 -5.1075 -2.1402 0.006 0.016 -0.039
H -2.9021 -2.7445 4.9177 -0.001 0.001 0.005
H 2.2285 -3.5383 -2.7177 -0.002 0.003 0.005
H -4.2606 1.1573 -4.3797 0.001 0.001 -0.001
H 0.2077 2.8120 3.3951 -0.009 -0.013 0.001
H -1.4691 -5.2084 -1.5556 -0.031 0.063 0.029
H -1.7374 2.9938 2.0858 0.008 0.008 0.024
H 1.1430 -4.1536 4.9873 0.002 0.002 0.004
H 3.9521 3.5278 -2.7408 0.001 0.011 0.002

(2)
204
Properties=species:S:1:pos:R:3:forces:R:3 method="wB97M-V/def2-TZVPD" total_energy_ev=-94355.3368 orbital_gap_ev=8.6 total_charge=0 e_homo_ev=-8.22 relative_energy_kj_mol=766.26
O 5.3431 -1.9098 -3.9548 -0.761 -0.072 0.659
O 0.1497 -1.4148 -0.1998 -1.701 -0.666 1.384
O -0.7724 6.2647 -3.6341 0.927 -0.195 -0.977
O -3.7615 2.8055 3.6561 0.119 -1.188 -1.242
O 5.0004 -7.3513 -1.4256 -0.953 -0.556 0.441
O 2.8600 -2.9948 5.7467 -0.130 1.304 -2.058
O -3.8736 1.6118 -3.7032 0.081 -0.007 -0.260
O -4.5515 -7.7450 4.6724 1.026 0.169 -0.078
O 1.5219 3.7316 1.4082 0.717 -1.010 0.532
O 3.4096 2.1439 -4.9016 0.418 -0.436 0.880
O -0.8261 -5.8506 -1.4098 0.390 2.025 0.646
O -6.2788 5.9905 -1.3138 0.818 -0.213 0.620
N -2.5066 -6.4829 2.5880 -0.637 -0.659 -0.009
N -2.7426 4.7453 -5.2140 -1.827 -0.691 0.973
N -3.4030 5.1342 0.8459 0.414 -0.618 -0.781
N -4.4440 -0.8687 3.2970 0.579 0.164 0.595
N -0.8174 3.6961 4.3987 0.650 0.297 -1.028
N 4.8791 -2.7814 2.7437 0.562 -0.180 -0.031
N 0.7395 -6.2393 0.8516 0.875 0.894 -0.787
N -1.7012 8.2500 -0.7026 -0.884 1.127 0.833
N 0.5373 0.6941 -1.7173 1.495 -0.526 0.421
N 3.9777 -2.0853 -0.5160 0.762 0.112 1.025
N 5.3664 5.0070 -6.0048 0.444 1.456 -0.450
N 3.8609 -4.6036 0.6749 0.040 -0.060 0.330
C -1.3481 2.8255 -4.6063 -1.603 -0.971 -1.324
C 0.5920 7.7759 -1.2906 1.770 0.464 0.347
C -0.3136 -2.7198 0.2669 -0.023 0.602 -1.088
C 0.3116 3.2820 3.4919 0.903 0.939 0.496
C -1.2948 6.5809 -2.3621 -0.394 1.371 -0.968
C -3.9937 0.3860 3.9947 0.859 -1.061 0.797
C -5.7211 -7.8655 5.4184 -1.044 -0.498 -0.312
C 4.1094 -3.1118 5.0531 -2.664 -0.129 -1.006
C -4.9286 5.5933 -1.0272 -1.630 -1.177 1.254
C -4.0051 1.5187 2.9980 0.397 0.578 0.806
C 2.7292 -3.6621 6.9356 0.449 0.345 0.012
C -0.7948 7.9645 -1.7668 -0.990 -2.555 -0.419
C 4.7861 -5.6916 0.3053 -2.711 0.049 1.437
C 0.2815 -7.3719 0.0696 -1.775 0.684 1.172
C 0.2814 3.8291 2.0583 -0.579 1.548 1.547
C -1.0526 -7.0023 -0.6512 1.270 -1.420 -1.275
C 2.0789 1.8528 -4.5484 -0.435 1.856 -0.508
C 3.9221 -0.2260 -1.9873 -0.295 1.451 -0.071
C -1.0889 7.2165 -4.6663 -0.098 -0.211 0.253
C 4.8276 -6.7636 1.4899 2.707 1.384 -1.327
C 4.1330 -1.6895 -1.8940 -0.687 -1.176 -0.370
C 0.4866 1.8429 3.5382 -0.177 -1.615 -0.478
C -0.2173 0.9034 -0.4904 -0.923 0.762 -2.037
C -6.4553 6.4372 -2.6306 -0.443 0.264 0.203
C -4.8317 3.4624 4.2682 -0.540 0.026 0.781
C -4.7770 5.4914 0.5442 1.102 1.164 -1.305
C -4.4802 1.0649 -2.5769 0.067 -0.625 0.274
C -2.5259 0.1523 4.5433 -1.625 0.259 -0.432
C 1.7093 4.5644 0.2669 -0.485 -0.688 0.560
C 3.7613 -2.5001 3.6354 1.635 0.263 1.924
C -3.6994 3.0143 -3.6406 -0.778 0.016 -0.727
C -4.2395 -6.3866 4.4354 1.303 -0.040 0.137
C 4.1652 -6.2800 -0.9458 1.799 -0.591 -0.085
C 6.2955 -7.0700 -1.9154 -0.873 0.422 -1.146
C -2.8365 3.3282 -4.8379 2.788 0.104 -0.060
C 3.6683 3.3667 -5.6209 0.299 -2.604 -0.562
C 6.4891 -2.2351 -4.7094 1.120 -0.699 2.224
C -4.9446 6.8847 1.1473 -1.753 -0.969 0.108
C 5.0294 4.2970 -3.7324 0.853 -0.140 0.344
C 2.4677 -2.9281 3.0466 -1.320 -0.538 -1.049
C -0.0152 -8.3266 1.1841 0.165 -2.425 0.602
C -2.7685 -6.1438 3.9835 0.750 1.114 0.431
C -1.8527 -5.3780 -2.2484 -0.767 -0.484 0.078
C -1.1936 2.0195 -0.8804 -1.480 -0.443 1.221
C -2.4124 -4.6435 4.0879 -0.919 0.627 0.723
C -0.9064 -0.4275 -0.1932 0.680 1.057 0.488
C 5.4573 -2.1555 -2.4957 -0.609 1.738 -1.390
C 5.0295 3.8579 -5.1719 0.101 0.878 -0.884
H 3.1958 -6.6434 -0.6051 0.053 -0.648 -0.357
H -5.4913 4.0373 3.6181 0.235 0.057 -0.552
H 4.7872 0.3590 -1.6751 0.470 -0.148 -0.290
H -6.3378 7.5190 -2.5660 -0.083 0.200 -0.779
H 2.8580 4.0942 -5.6695 0.059 0.187 0.693
H 3.9652 -7.3769 1.7511 -0.072 0.375 -0.438
H 5.6195 4.8315 -6.9668 -0.737 -0.824 -0.373
H 3.5944 0.0903 -2.9776 0.228 0.086 0.059
H -1.1820 5.7260 -1.6954 0.973 0.106 0.210
H -4.4570 7.6142 0.5006 0.130 0.155 0.494
H 6.5460 -6.0091 -1.9195 0.243 0.121 0.782
H 6.2538 5.3991 -5.7240 0.014 0.257 0.814
H 5.6743 -3.1895 -2.2277 0.237 -0.127 -0.285
H 4.7594 -2.2700 1.8809 -0.312 0.148 -0.565
H 3.3545 -2.2053 -2.4562 -0.199 0.038 -0.595
H -3.0231 5.6813 1.6052 -0.016 -0.506 0.174
H -1.9607 -4.3079 -2.4254 1.492 0.371 0.163
H -3.2099 2.7623 -5.6914 -0.271 -0.064 0.132
H -5.8831 -8.8923 5.7463 0.559 -0.037 0.138
H -0.3908 1.3794 3.0873 -0.114 -0.592 0.367
H -5.4814 1.4626 -2.4111 -0.070 0.216 0.224
H 4.0900 -3.0745 -0.3453 0.209 -0.394 -0.282
H 1.0449 6.8408 -1.6203 -0.083 -0.023 -0.031
H -1.3741 -0.2271 0.7707 -0.198 -0.984 0.497
H -2.1244 7.5029 -4.4824 0.087 0.751 -0.248
H -2.0354 1.9733 -0.1895 -0.385 0.099 0.296
H -1.0129 -3.1242 -0.4650 0.068 -0.138 -0.272
H -4.8816 -5.9758 3.6562 -0.315 0.181 -0.159
H 3.3511 -3.0638 7.6015 0.035 -0.819 1.117
H 5.7202 -7.3386 1.2433 -0.337 -1.015 -0.088
H 1.3560 1.5394 2.9549 0.151 -0.172 0.190
H 1.4492 2.1725 -5.3787 -0.418 -0.349 -0.271
H -6.0138 7.0822 1.2241 -0.033 0.473 -0.375
H 5.2558 -6.2210 2.3327 -0.727 0.193 0.469
H 1.5330 -2.7212 3.5678 0.429 0.710 0.354
H -2.1884 -4.3041 5.0991 -0.012 -0.299 0.294
H 7.3472 -1.6899 -4.3162 0.228 0.640 -0.178
H 1.8509 0.8180 -4.2929 0.671 0.048 -0.046
H 2.9974 -4.9442 1.0728 -0.304 -0.651 -0.301
H 1.2836 3.5277 3.9196 -0.160 1.497 0.236
H -0.6335 3.3594 5.3330 0.697 0.255 0.303
H 0.6616 7.8344 -0.2044 -0.064 -0.089 0.052
H -5.1509 -1.3676 3.8181 -0.783 0.553 0.129
H 3.1857 0.1154 -1.2597 -0.418 -0.254 -0.184
H -1.6324 3.1331 4.2011 -0.485 0.082 -0.765
H 0.5494 -3.3834 0.3213 -0.021 0.236 0.097
H 6.1642 -1.4187 -2.1143 0.773 -0.490 0.125
H 0.8782 4.2688 -0.3734 0.068 0.955 -0.640
H 1.8020 2.5266 -3.7376 -0.261 -0.294 0.483
H -2.0607 1.0447 4.9619 -0.188 0.014 -0.057
H 0.7559 -0.2884 -1.6329 0.988 -0.159 -0.630
H 2.4227 -2.4764 2.0556 -0.262 0.303 -0.097
H 4.2666 -4.1851 4.9456 0.695 -0.140 -0.094
H -1.3844 1.7375 -4.6628 0.170 -0.286 0.716
H 2.6555 4.3562 -0.2325 -0.055 -0.587 0.213
H -4.1556 6.2126 -1.4823 -0.103 0.365 0.206
H -5.7841 5.9964 -3.3676 0.357 -0.045 0.105
H -5.4985 2.8051 4.8261 0.023 -0.422 0.060
H -1.0364 6.8526 -5.6925 -0.201 -1.249 0.291
H -6.5806 -7.6886 4.7718 -0.320 0.454 -0.027
H -0.8296 3.1902 -3.7196 -0.103 0.170 -0.209
H -0.5512 -9.2455 0.9465 0.078 -0.197 -0.583
H -2.5903 -0.6114 5.3184 0.303 -0.115 -0.090
H -3.7051 -1.5400 3.4501 0.624 -0.090 -0.555
H 4.9087 -2.5939 5.5833 0.211 -0.009 -0.083
H -1.7219 -5.8721 -3.2111 -0.647 -0.059 -0.132
H 1.7984 5.6078 0.5695 -0.694 0.222 -0.125
H 0.9283 -8.6327 1.6361 0.063 -0.091 -0.019
H 6.4934 -2.1261 -5.7939 -0.937 0.071 0.233
H -5.7592 -7.1897 6.2728 0.089 0.048 0.119
H -2.6299 8.2219 -1.0984 -0.330 0.251 0.183
H 0.0602 4.8836 2.2236 -0.368 0.365 -0.423
H 0.3558 1.1863 0.3926 0.579 0.043 -0.277
H 5.6797 -2.3103 3.1403 0.438 -0.216 0.191
H -4.6409 3.5470 -3.7742 -0.535 -0.076 -0.032
H -0.8178 8.7989 -2.4678 -0.368 -0.343 -0.319
H -3.3363 4.1367 0.9896 0.507 0.115 0.356
H -4.4099 4.1401 5.0104 0.095 0.110 -0.136
H -4.3996 -5.8279 5.3575 -0.084 0.233 0.119
H 1.2169 8.5794 -1.6804 0.252 -0.018 0.131
H -1.8660 -7.0092 0.0744 -0.149 0.722 0.082
H 5.0912 3.4127 -3.0982 -0.732 0.117 0.208
H -2.8343 -5.4803 -1.7855 -0.292 -1.088 -0.093
H 5.8091 3.1224 -5.3702 -0.374 -0.740 0.472
H 0.6198 1.6926 4.6096 -0.063 -1.245 -0.152
H -3.3635 3.3145 -2.6480 0.739 0.107 0.039
H -0.0701 -5.9391 1.3755 -0.115 0.403 0.307
H 5.9500 4.8290 -3.4923 0.219 0.153 -0.210
H 1.0893 -7.6814 -0.5934 -0.300 -0.218 -0.147
H -4.5702 -0.0135 -2.7068 -0.077 -0.011 -0.333
H 7.0447 -7.7292 -1.4770 -0.031 0.307 0.310
H 3.0461 -4.6895 6.7567 0.117 -0.331 0.776
H 3.0155 -1.9659 -0.2331 -0.263 0.501 -0.067
H -0.3563 8.0119 -4.8027 -0.149 0.561 1.086
H -1.6763 -0.5945 -0.9466 -0.065 -0.465 -0.147
H 4.2304 5.0067 -3.5177 -0.270 -0.385 0.128
H -1.2633 -7.7752 -1.3903 -0.294 -0.634 0.101
H 3.7572 2.9198 -6.6111 0.152 0.844 -0.750
H -3.4381 -6.4983 2.1978 -0.102 0.093 -0.803
H -7.4625 6.1495 -2.9322 -0.102 0.320 -0.033
H 0.9270 -5.5317 0.1557 0.069 0.682 0.137
H -2.0329 -6.5976 4.6476 -0.302 -0.732 -0.052
H -0.8858 -2.7249 1.1946 0.378 0.504 0.382
H 4.2646 -4.1367 1.4744 0.346 0.228 0.142
H -3.2950 -4.0628 3.8198 -0.077 0.262 -0.385
H -0.8558 3.0359 -5.5558 0.543 0.539 0.292
H -1.9435 -0.1679 3.6794 0.256 -0.234 0.187
H 5.7203 -5.1533 0.1456 0.400 -0.674 0.020
H 6.7490 -3.2401 -4.3770 0.153 -0.657 -0.819
H -5.4390 4.7261 0.9493 -0.484 0.280 -0.079
H -4.6405 0.5883 4.8483 -0.178 0.166 -0.049
H -0.5875 3.3526 1.6044 0.064 -0.125 -0.922
H -2.2025 -7.4412 2.4925 -0.073 -0.176 0.182
H -0.9098 3.0709 -0.8345 0.712 -0.259 -0.140
H -2.3830 6.5766 -2.4256 -0.492 0.604 -0.352
H 6.2674 -7.2600 -2.9883 0.160 -0.422 -0.238
H -2.3381 5.1408 -4.3773 0.582 0.729 -0.572
H -0.0499 0.7382 -2.5378 -0.369 0.345 0.055
H -3.8286 1.1706 -1.7095 -0.186 0.388 0.394
H 3.7988 -1.4204 3.7805 -0.814 0.272 0.253
H -4.8924 1.4363 2.3703 -0.217 0.580 0.074
H -4.6416 6.8369 2.1932 0.556 0.427 -0.104
H 2.3169 -3.9843 2.8235 0.770 -0.404 0.308
H -3.1298 1.3214 2.3793 0.008 0.432 -0.373
H -1.7080 7.5545 0.0299 0.299 -0.280 0.037
H -1.6472 1.8051 -1.8480 0.219 0.049 -0.153
H -2.1566 4.8370 -6.0315 0.252 0.149 0.345
H -4.8932 4.5989 -1.4721 0.765 -0.283 0.044
H -1.5748 -4.2996 3.4811 -0.098 -0.537 -0.222
H -0.5996 -7.9509 2.0240 0.274 0.702 -0.389
H 3.9673 -5.5833 -1.7604 0.204 0.455 0.093
H 1.6747 -3.6097 7.2067 0.110 -0.129 0.247